Below is C25H44AlBrClCsN3O15P2RbS2Si2 as an isolated structure at a distorted geometry, with properties calculated with ωB97M-V/def2-TZVPD.

Multiplicity: 1
E_LUMO (eV): -0.435
Total charge: -2
Orbital gap (hartree): 0.047
Highest occupied orbital energy (eV): -1.71

Element x y z (Å)
O (-1.6769, 4.4432, 0.2758)
C (-1.3935, 4.3899, 1.4018)
O (-0.2413, 4.9179, 1.8751)
C (-2.1969, 3.7057, 2.5595)
S (-1.3035, 2.0365, 2.8188)
O (-1.2521, 1.4000, 1.5021)
O (0.0121, 2.4154, 3.3344)
N (-2.0212, 1.0527, 4.0390)
S (-2.4611, -0.4851, 3.4725)
O (-2.9043, -1.2587, 4.6942)
O (-3.6843, -0.4516, 2.5477)
P (-0.8153, -1.6438, 2.6156)
O (0.6141, -0.8665, 2.7340)
Br (-1.2289, -1.7753, 0.3673)
H (0.2965, 5.1271, 1.1041)
H (-2.1351, 4.3568, 3.4604)
H (-3.2900, 3.5358, 2.2269)
H (1.2327, -1.5218, 3.0902)
Rb (-4.1886, 2.1723, 3.4735)
Cs (-3.4675, -2.5672, 1.4217)
C (3.1508, 2.9770, 4.1082)
C (3.9046, 4.3150, 3.8596)
O (5.1589, 4.2068, 4.3053)
H (3.1154, 2.7338, 5.1729)
H (2.1186, 3.0516, 3.7533)
H (3.6231, 2.1487, 3.5781)
H (3.2670, 5.0986, 4.3365)
H (3.7700, 4.5293, 2.7762)
C (-4.5423, -2.3250, -6.0210)
C (-3.7518, -2.8006, -4.9834)
C (-3.2858, -1.9259, -4.0101)
C (-3.6167, -0.5773, -4.0668)
C (-4.4104, -0.1038, -5.1025)
C (-4.8698, -0.9759, -6.0814)
H (-4.9031, -3.0052, -6.7829)
H (-3.4974, -3.8523, -4.9339)
H (-2.6626, -2.2950, -3.2046)
H (-3.2575, 0.1044, -3.3053)
H (-4.6694, 0.9462, -5.1456)
H (-5.4843, -0.6041, -6.8922)
Al (-4.3627, -0.0507, 6.8509)
Cl (-4.2495, 3.1113, -0.5003)
C (3.8227, -3.7362, -0.2312)
C (2.5371, -3.8773, 0.0814)
C (2.1207, -4.5582, 1.3271)
O (0.9448, -4.6937, 1.6141)
C (3.1863, -5.0749, 2.2142)
C (4.4713, -4.9354, 1.9025)
C (4.8900, -4.2559, 0.6552)
O (6.0626, -4.1269, 0.3740)
H (4.1473, -3.2419, -1.1377)
H (1.7437, -3.5068, -0.5548)
H (2.8612, -5.5719, 3.1188)
H (5.2643, -5.3094, 2.5366)
C (5.9451, 3.0968, -5.2239)
Si (5.5949, 3.3311, -3.3781)
C (5.2581, 5.1722, -3.1250)
C (7.1918, 2.9007, -2.4688)
N (4.2776, 2.3364, -2.9479)
Si (3.6374, 2.2473, -1.3650)
C (2.9396, 3.8901, -0.7454)
C (4.8779, 1.6169, -0.0923)
C (2.1950, 1.0265, -1.3688)
H (6.7896, 3.7227, -5.5377)
H (6.1940, 2.0554, -5.4383)
H (5.0732, 3.3773, -5.8189)
H (6.0291, 5.7759, -3.6217)
H (5.2662, 5.4425, -2.0677)
H (4.2908, 5.4485, -3.5488)
H (7.3775, 1.8258, -2.5037)
H (7.1601, 3.2155, -1.4246)
H (8.0475, 3.4062, -2.9352)
H (3.7318, 4.6003, -0.5011)
H (2.3503, 3.7335, 0.1675)
H (2.2866, 4.3386, -1.4982)
H (5.3805, 0.7180, -0.4559)
H (4.3690, 1.3632, 0.8453)
H (5.6335, 2.3675, 0.1448)
H (2.5295, 0.0322, -1.6765)
H (1.4096, 1.3587, -2.0514)
H (1.7631, 0.9487, -0.3636)
C (-9.3001, -1.2266, 2.0871)
O (-8.0948, -1.1020, 2.1289)
N (-9.9465, -2.3647, 1.7504)
C (-11.3924, -2.4480, 1.7174)
C (-9.1608, -3.5377, 1.4105)
H (-9.9840, -0.3952, 2.3250)
H (-11.7327, -3.2134, 2.4186)
H (-11.7223, -2.7122, 0.7104)
H (-11.8345, -1.4930, 1.9943)
H (-8.5274, -3.8134, 2.2553)
H (-8.5185, -3.3149, 0.5573)
H (-9.8185, -4.3673, 1.1634)
O (1.2355, -7.2322, -0.6280)
P (2.3898, -8.0339, -0.0292)
O (3.7071, -7.2773, -0.1926)
O (2.4848, -9.3745, -0.7543)
O (2.1240, -8.2438, 1.4605)